(1)
# C3H9NS

A single C3H9NS molecule (ωB97M-V with the def2-TZVPD basis set, the Open Molecules 2025 dataset).

## Properties
HOMO-LUMO gap, eV: 9.35
SMILES: CNCSC
ΔE to the lowest compared entry with this formula, charge and spin, kJ/mol: 131.95
E, a.u.: -572.58983
LUMO, eV: 0.9255
Max |F|, eV/Å: 3.79

ORCA input file:
```
! RIJCOSX wB97M-V def2-TZVPD def2/J DEFGRID3
* xyz 0 1
C 1.93 0.27 0.72
N 0.54 0.30 0.95
C -0.41 -0.77 0.81
S -0.97 -1.46 -0.84
C -1.55 0.18 -1.61
H 2.50 0.86 1.53
H 2.12 0.88 -0.23
H 2.36 -0.69 0.63
H 0.07 1.17 0.82
H -0.11 -1.71 1.30
H -1.35 -0.48 1.32
H -0.75 1.04 -1.54
H -1.88 0.12 -2.65
H -2.51 0.30 -1.20
*
```

(2)
# C37H63BBrN6O3PS3Si2TeTi

A molecular structure, C37H63BBrN6O3PS3Si2TeTi (ωB97M-V with the def2-TZVPD basis set, the Open Molecules 2025 dataset).

## Properties
HOMO-LUMO gap (alpha / beta), eV: 6.91 / 6.91
ΔE to the lowest compared entry with this formula, charge and spin, kJ/mol: 96.87
E, a.u.: -7833.57027
⟨S²⟩: 0.7553
LUMO (alpha / beta), eV: 2.1303 / 2.1303
Max |F|, eV/Å: 5.63

ORCA input file:
```
! RIJCOSX wB97M-V def2-TZVPD def2/J DEFGRID3
* xyz -1 2
Ti -0.48 0.13 -1.61
C 1.94 -3.98 -2.57
C 0.56 -3.28 -2.72
C -0.49 -4.34 -3.13
C 0.64 -2.23 -3.71
C 0.87 -2.34 -5.07
C 0.77 -1.06 -5.58
N 0.61 -0.23 -4.57
N 0.39 -0.91 -3.43
B 0.79 1.29 -4.61
N 1.70 1.73 -3.37
C 2.62 2.65 -3.46
C 2.87 3.20 -2.22
C 1.99 2.49 -1.34
N 1.27 1.59 -2.06
C 1.87 2.88 0.14
C 1.52 4.36 0.31
C 3.20 2.48 0.80
N -0.53 1.95 -4.38
C -1.16 2.85 -5.20
C -2.15 3.41 -4.44
C -2.17 2.69 -3.24
N -1.19 1.84 -3.22
C -3.22 2.77 -2.21
C -3.26 4.15 -1.59
C -4.66 2.49 -2.80
H 1.87 -4.90 -1.98
H 2.39 -4.31 -3.55
H 2.67 -3.30 -2.07
H 0.21 -2.89 -1.76
H -0.27 -4.74 -4.08
H -0.47 -5.12 -2.36
H -1.48 -3.92 -3.04
H 0.93 -3.25 -5.59
H 0.76 -0.70 -6.56
H 1.24 1.73 -5.61
H 2.95 2.98 -4.44
H 3.67 3.85 -1.93
H 1.05 2.37 0.56
H 2.17 4.99 -0.27
H 0.54 4.67 -0.01
H 1.62 4.74 1.37
H 4.00 2.96 0.19
H 3.29 2.85 1.82
H 3.26 1.40 0.83
H -0.71 3.03 -6.17
H -2.82 4.20 -4.76
H -3.04 2.07 -1.40
H -4.09 4.15 -0.87
H -2.33 4.42 -1.08
H -3.45 4.94 -2.36
H -4.70 3.12 -3.70
H -4.85 1.40 -3.13
H -5.44 2.77 -2.08
S 0.76 -2.55 2.30
C 0.33 -1.72 0.88
S 1.37 -0.65 0.00
S -1.19 -1.77 0.09
C -3.54 0.92 1.55
P -1.88 1.66 1.29
C -0.82 0.98 2.53
C -2.03 3.44 1.66
O -1.25 1.53 -0.12
H -3.73 0.18 0.80
H -4.28 1.67 1.34
H -3.55 0.45 2.58
H -1.35 0.93 3.44
H 0.16 1.49 2.51
H -0.63 -0.17 2.33
H -2.47 3.87 0.76
H -2.56 3.60 2.58
H -1.00 3.81 1.87
Br -5.56 -3.98 -6.98
C -4.79 -3.05 -5.48
C -5.62 -2.95 -4.39
C -5.18 -2.22 -3.32
C -3.90 -1.60 -3.36
C -3.05 -1.80 -4.41
C -3.52 -2.51 -5.53
C -3.50 -0.73 -2.18
O -4.32 -0.35 -1.36
O -2.22 -0.46 -2.21
H -6.63 -3.27 -4.30
H -5.77 -1.99 -2.47
H -2.06 -1.34 -4.40
H -2.94 -2.54 -6.47
C -0.78 -3.57 5.44
Si 0.42 -2.63 6.43
C 0.42 -3.32 8.26
C 0.08 -0.78 6.55
C 2.04 -2.92 5.63
Te 3.55 -1.67 6.44
C 4.66 -1.61 4.70
Si 4.67 -0.06 3.64
C 5.76 1.04 4.60
C 2.97 0.59 3.56
C 5.29 -0.48 1.91
H -1.84 -3.41 5.58
H -0.63 -4.67 5.56
H -0.71 -3.39 4.35
H -0.60 -3.21 8.76
H 1.12 -2.77 8.85
H 0.80 -4.39 8.33
H -1.02 -0.64 6.69
H 0.38 -0.35 5.62
H 0.53 -0.19 7.39
H 1.79 -2.50 4.68
H 2.23 -4.02 5.49
H 4.32 -2.43 4.05
H 5.66 -1.89 4.98
H 5.36 1.28 5.77
H 5.93 1.96 4.29
H 6.80 0.61 4.64
H 2.42 0.18 2.72
H 2.97 1.65 3.53
H 2.56 0.38 4.53
H 6.20 -1.11 1.97
H 5.51 0.44 1.32
H 4.48 -1.09 1.51
*
```

(3)
# C2H4O2S

A single C2H4O2S molecule (ωB97M-V with the def2-TZVPD basis set, the Open Molecules 2025 dataset).

## Properties
HOMO-LUMO gap, eV: 10.83
SMILES: O=S1(=O)CC1
ΔE to the lowest compared entry with this formula, charge and spin, kJ/mol: 300.45
E, a.u.: -627.16970
LUMO, eV: 0.5961
Max |F|, eV/Å: 2.96

ORCA input file:
```
! RIJCOSX wB97M-V def2-TZVPD def2/J DEFGRID3
* xyz 0 1
O -2.79 -0.43 0.84
S -1.68 0.46 0.66
O -1.90 1.87 0.95
C 0.09 -0.12 0.84
C -0.47 0.34 -0.69
H 0.16 -1.21 0.82
H 0.89 0.44 1.36
H -0.46 1.36 -0.96
H -0.43 -0.42 -1.47
*
```

Q: Which value of E does entry 1 give?
A: -572.58983 a.u.

Q: The lowest E belongs to which entry?
A: C37H63BBrN6O3PS3Si2TeTi